Here is the ion C2H5N2O2 with charge -1 from the Open Molecules 2025 dataset. Energies are from wB97M-V/def2-TZVPD.

Results
ΔE to the lowest compared entry with this formula, charge and spin = 107.26 kcal per mole
Structure (SMILES) = C=C([O-])NNO
Gap between HOMO and LUMO = 7.26 eV
Net charge = -1

The geometry in XYZ format:
```
11
Properties=species:S:1:pos:R:3:forces:R:3:lowdin_charge:R:1
O -1.958 0.554 0.542 0.1 1.0 0.3 -0.199
O 0.257 1.536 0.193 0.8 -2.6 -1.6 -0.217
N -0.385 -0.593 -0.666 3.1 -3.1 1.4 -0.059
N -1.659 -0.146 -0.658 -2.7 1.3 -0.6 -0.194
C 0.665 0.270 -0.149 -1.3 3.7 1.5 -0.525
C 1.913 -0.152 0.226 -0.4 -1.8 -1.2 -0.068
H 2.494 -1.086 0.066 -1.1 0.4 -0.3 0.012
H 2.493 0.591 0.655 0.9 1.4 0.8 -0.018
H -1.212 1.299 0.395 -0.3 -0.9 0.7 0.041
H -0.236 -1.373 0.020 -0.6 0.4 -0.8 0.118
H -2.371 -0.901 -0.624 1.3 0.3 -0.3 0.108
```
Forces are in eV/Å.

***

Here is a structure of composition C41H48Br2N5O5RbSi from the Open Molecules 2025 dataset. Energies are from wB97M-V/def2-TZVPD.

Results
ΔE to the lowest compared entry with this formula, charge and spin = 9.38 kcal per mole
Gap between HOMO and LUMO = 5.59 eV
Net charge = -2

The geometry in XYZ format:
```
103
Properties=species:S:1:pos:R:3:forces:R:3:lowdin_charge:R:1
Rb 0.331 1.537 -1.205 0.6 0.4 0.0 0.859
Br 1.693 9.266 0.070 0.0 0.0 0.0 0.666
Br 0.145 -1.620 -1.438 0.1 -0.2 -0.3 0.573
Si -0.022 -3.770 -0.900 -0.2 -0.2 0.2 0.448
O 1.502 3.322 0.855 0.0 -0.2 -0.1 -0.007
O 0.048 4.356 -0.965 -0.1 0.3 0.0 -0.158
O -1.244 -0.382 3.030 -0.1 0.2 0.2 0.011
O -1.184 0.757 0.823 -0.2 -0.2 0.4 -0.239
O -0.608 1.921 -3.633 -0.2 0.0 -0.2 -0.255
N 4.135 5.511 3.290 -0.1 0.0 0.0 0.141
N -3.198 1.465 -0.103 0.3 -0.1 0.0 0.031
N 4.157 1.794 0.176 -0.2 0.2 0.2 0.048
N 3.614 3.450 2.440 0.1 0.0 -0.3 0.055
N -2.483 1.626 -1.305 -0.5 -0.1 -0.2 -0.053
C -1.318 -4.585 -3.313 0.0 0.1 0.0 -0.108
C -2.440 1.039 0.869 -0.1 0.1 0.0 -0.482
C 1.691 7.374 0.320 0.0 -0.1 0.0 -0.684
C 1.740 -3.033 1.254 0.0 0.1 0.0 -0.106
C -1.711 -3.878 0.017 0.0 0.0 0.1 -0.619
C 2.783 -4.239 -0.605 0.0 0.0 0.0 -0.109
C -4.042 1.771 -5.953 0.0 0.0 0.1 -0.158
C 3.456 4.804 2.393 0.0 -0.1 0.2 -0.316
C -2.801 -3.038 -0.671 0.0 0.1 0.0 -0.108
C -1.677 1.878 -4.315 0.0 0.0 0.1 -0.436
C 1.324 -5.480 0.981 0.0 0.0 0.0 -0.094
C -4.112 1.652 -4.576 0.1 0.0 0.0 -0.097
C 5.063 2.114 4.012 0.0 0.1 0.0 -0.042
C -5.089 1.032 3.618 0.0 0.0 0.1 -0.125
C 4.127 1.045 -0.712 0.1 0.0 0.0 -0.094
C -2.215 -5.326 0.138 0.0 0.0 0.0 -0.097
C -4.432 1.284 2.424 0.1 0.0 -0.1 -0.046
C -0.877 4.860 -1.925 0.1 0.0 0.1 -0.049
C -2.497 0.082 3.194 0.0 0.0 0.1 -0.282
C 1.639 4.651 0.698 -0.1 -0.1 0.0 -0.192
C -3.277 1.572 -2.310 0.0 0.1 0.0 -0.136
C 4.809 4.552 4.005 0.1 -0.1 -0.1 -0.262
C 5.933 2.252 5.079 0.0 0.0 -0.1 -0.138
C -2.780 1.959 -6.526 0.1 0.0 0.0 -0.148
C -3.165 -0.188 4.394 0.1 0.0 -0.1 -0.036
C 6.244 3.516 5.608 0.0 0.1 0.0 -0.142
C 1.092 -4.200 -3.523 0.0 0.0 0.0 -0.119
C -4.447 0.285 4.604 0.0 0.0 0.0 -0.124
C 2.554 6.814 1.225 0.0 0.0 0.0 -0.090
C 4.497 3.275 3.479 -0.1 0.0 0.0 -0.245
C 1.495 -4.150 0.227 0.1 0.0 0.0 -0.623
C 0.016 -4.742 -2.567 0.0 0.0 -0.1 -0.625
C 0.806 6.612 -0.444 0.0 0.0 0.0 -0.068
C -1.650 2.014 -5.745 0.0 0.0 0.1 -0.049
C 0.796 5.243 -0.264 0.1 -0.1 0.0 -0.208
C 0.263 -6.244 -2.352 0.0 0.0 0.0 -0.098
C 5.691 4.672 5.082 0.0 0.0 0.0 -0.052
C -1.580 -3.290 1.433 0.0 0.1 -0.1 -0.098
C 2.539 5.424 1.421 0.0 0.1 0.0 -0.071
C -2.991 1.704 -3.736 0.0 0.1 -0.2 -0.152
C -3.140 0.820 2.184 -0.1 -0.1 0.0 -0.074
H 2.101 -4.281 -3.126 0.0 0.0 0.0 0.056
H 3.635 -4.356 0.077 0.0 0.0 0.0 0.085
H -4.336 1.414 -2.084 -0.1 0.0 0.0 0.100
H 1.144 -6.327 0.314 0.0 0.0 0.0 0.063
H 3.991 2.443 0.990 0.2 -0.1 -0.1 0.033
H -5.082 1.510 -4.105 0.0 0.0 0.0 0.092
H -0.468 -6.697 -1.678 0.0 0.0 0.0 0.067
H -0.670 2.156 -6.189 0.0 0.0 0.0 0.094
H -0.946 -3.894 2.082 0.0 0.0 0.0 0.065
H -1.194 -2.266 1.422 -0.1 -0.1 0.0 0.064
H -3.127 -5.335 0.749 0.0 0.0 0.0 0.084
H 2.791 -5.091 -1.284 0.0 0.0 0.0 0.058
H -0.950 0.065 2.160 0.0 -0.1 -0.2 0.054
H -1.288 3.987 -2.424 0.0 0.0 0.0 0.067
H -1.576 -3.535 -3.473 0.0 -0.1 0.0 0.082
H 0.510 -5.440 1.705 0.0 0.0 0.0 0.063
H 0.154 7.085 -1.164 0.0 0.0 0.0 0.094
H -4.935 1.723 -6.565 0.0 0.0 0.0 0.071
H -1.667 5.428 -1.426 0.0 0.0 0.0 0.105
H 5.930 5.647 5.491 0.0 0.0 0.0 0.094
H 1.260 -6.450 -1.957 0.0 0.0 0.0 0.061
H 6.928 3.584 6.446 0.0 0.0 0.0 0.079
H -2.543 -1.977 -0.685 0.0 -0.1 0.0 0.055
H -3.011 -3.348 -1.692 0.0 0.0 -0.1 0.059
H 0.909 -3.153 -3.769 0.0 -0.1 0.0 0.056
H 1.055 -4.777 -4.457 0.0 0.0 0.1 0.082
H -2.636 -0.763 5.146 0.0 0.0 0.0 0.104
H -2.145 -5.068 -2.794 0.0 0.0 0.0 0.060
H 1.958 -2.082 0.764 0.0 -0.1 0.0 0.060
H 0.184 -6.760 -3.318 0.0 0.0 0.0 0.082
H -4.908 1.842 1.627 0.0 0.0 0.0 0.099
H 3.246 7.406 1.807 0.0 0.0 0.0 0.099
H 2.152 3.025 1.532 0.0 0.1 0.2 0.068
H -1.494 -5.991 0.621 0.0 0.0 0.0 0.065
H 2.954 -3.328 -1.186 0.0 -0.1 0.0 0.081
H -4.947 0.073 5.543 0.0 0.0 0.0 0.086
H -0.365 5.491 -2.655 0.0 0.0 0.0 0.098
H -2.685 2.063 -7.603 0.0 0.0 0.0 0.082
H 2.614 -3.304 1.860 0.0 0.0 0.0 0.087
H -2.575 -3.254 1.892 0.0 0.0 0.0 0.094
H 2.245 -5.693 1.539 0.0 0.0 0.0 0.083
H -2.474 -5.756 -0.831 0.0 0.0 0.0 0.059
H 6.383 1.369 5.520 0.0 0.0 0.0 0.081
H 4.816 1.139 3.606 0.0 0.0 0.0 0.099
H -6.092 1.408 3.779 0.0 0.0 0.0 0.082
H -1.228 -5.059 -4.300 0.0 0.0 0.1 0.083
H 0.906 -2.869 1.931 0.0 0.0 0.0 0.062
H -3.728 -3.142 -0.094 0.1 0.0 0.0 0.089
```
Forces are in eV/Å.

***

Here is a cluster of 2 separate species, CH4O3PS2 in total from the Open Molecules 2025 dataset. Energies are from wB97M-V/def2-TZVPD.

Results
ΔE to the lowest compared entry with this formula, charge and spin = 10.01 kcal per mole
2S+1 = 3
⟨S²⟩ = 2.01
Gap between HOMO and LUMO (alpha / beta) = 5.96 / 7.65 eV
Net charge = -1

The geometry in XYZ format:
```
11
Properties=species:S:1:pos:R:3:forces:R:3:lowdin_charge:R:1
S 1.891 0.303 0.143 -1.0 -0.9 -0.4 0.326
S -2.011 -1.643 -0.560 -0.3 -0.6 1.5 0.611
P -0.808 1.185 -0.829 -0.9 1.5 -1.5 0.727
O 1.701 0.975 1.402 -0.2 1.0 2.0 -0.417
O 3.064 0.663 -0.574 2.7 0.8 -1.4 -0.401
O 1.626 -1.134 0.207 0.3 -1.1 0.1 -0.433
C -1.131 -0.223 0.153 -1.0 -1.9 0.4 -1.002
H -1.826 -0.026 0.935 -0.2 0.7 1.0 -0.003
H -0.181 -0.531 0.573 -0.1 -0.5 0.2 -0.044
H -0.529 1.871 0.350 0.3 0.7 0.1 -0.136
H -1.797 -1.439 -1.800 0.5 0.3 -2.0 -0.227
```
Forces are in eV/Å.

***

Here is an isolated molecule of C4H10N2S from the Open Molecules 2025 dataset. Energies are from wB97M-V/def2-TZVPD.

Results
ΔE to the lowest compared entry with this formula, charge and spin = 35.75 kcal per mole
Structure (SMILES) = C=NNCCCS
Gap between HOMO and LUMO = 9.66 eV
Net charge = 0

The geometry in XYZ format:
```
17
Properties=species:S:1:pos:R:3:forces:R:3:lowdin_charge:R:1
S 1.829 -0.913 -0.272 1.1 0.7 0.2 0.702
N -1.331 0.263 -0.905 -0.4 0.4 0.8 -0.073
N -1.535 -0.970 -0.358 0.3 0.1 -0.6 -0.085
C -1.985 -1.112 0.809 -0.6 -0.8 1.3 -0.088
C -0.949 1.435 -0.108 -0.1 -0.3 0.2 -0.210
C 1.288 0.467 0.800 0.1 -0.1 0.2 -0.552
C 0.553 1.621 0.105 0.3 -0.5 -0.5 -0.261
H 0.685 -1.516 -0.370 -1.1 -0.6 -0.1 -0.211
H 0.698 0.044 1.630 0.2 0.2 -0.3 0.069
H 0.717 2.499 0.717 -0.1 0.4 0.1 0.100
H -1.462 1.351 0.851 0.1 0.2 0.0 0.092
H 2.233 0.853 1.220 -0.4 -0.2 -0.1 0.064
H 1.043 1.812 -0.871 -0.2 -0.1 0.4 0.108
H -1.350 2.326 -0.593 -0.1 0.0 -0.1 0.111
H -0.793 0.172 -1.730 0.5 -0.2 -0.7 0.096
H -2.265 -0.318 1.509 0.2 0.0 -0.3 0.063
H -2.157 -2.144 1.187 0.2 0.8 -0.5 0.074
```
Forces are in eV/Å.

***

Here is an isolated molecule of C4H7N3S from the Open Molecules 2025 dataset. Energies are from wB97M-V/def2-TZVPD.

Results
ΔE to the lowest compared entry with this formula, charge and spin = 52.70 kcal per mole
Structure (SMILES) = [H]/N=C/N=C\NCC=S
Gap between HOMO and LUMO = 8.51 eV
Net charge = 0

The geometry in XYZ format:
```
15
Properties=species:S:1:pos:R:3:forces:R:3:lowdin_charge:R:1
S -3.164 0.415 -0.035 0.3 -0.1 0.0 0.708
N 2.613 -0.498 0.269 -0.4 -0.2 -0.3 0.051
N 0.375 -1.189 -0.301 -0.1 -0.2 -0.1 0.014
N 1.941 1.613 -0.520 0.1 0.4 0.2 0.073
C -1.850 -0.441 0.327 -0.3 0.1 0.0 -0.664
C 2.474 0.876 0.371 0.5 0.1 0.8 -0.364
C -0.437 -0.030 0.051 0.2 -0.5 -0.3 -0.286
C 1.723 -1.315 -0.162 0.2 -0.3 0.0 -0.222
H -0.090 -1.947 -0.793 0.2 0.3 0.2 0.134
H 2.045 2.600 -0.254 0.0 -0.4 -0.2 0.049
H -0.023 0.398 0.954 0.1 0.1 0.4 0.116
H -1.968 -1.395 0.849 0.1 0.1 0.0 0.055
H -0.363 0.737 -0.710 -0.1 0.2 -0.1 0.094
H 2.999 1.267 1.285 -0.5 -0.2 -0.8 0.116
H 2.064 -2.334 -0.427 -0.2 0.5 0.2 0.128
```
Forces are in eV/Å.

***

Here is a structure of composition C36H58IrN3O4P from the Open Molecules 2025 dataset. Energies are from wB97M-V/def2-TZVPD.

Results
ΔE to the lowest compared entry with this formula, charge and spin = 43.74 kcal per mole
Gap between HOMO and LUMO = 7.67 eV
Net charge = +1

The geometry in XYZ format:
```
103
Properties=species:S:1:pos:R:3:forces:R:3:lowdin_charge:R:1
Ir 0.157 -0.062 -0.040 -1.4 0.4 -0.1 1.341
P -1.628 2.128 -2.560 -0.2 0.4 -0.1 0.884
O -0.175 1.674 0.899 0.6 -0.1 0.5 -0.259
O -0.551 2.295 2.994 0.1 0.1 0.2 0.120
O -0.644 1.149 -1.935 0.2 -0.4 0.1 -0.419
O 1.566 -0.275 -2.403 0.3 0.0 -0.3 -0.118
N -0.590 -1.672 -1.324 0.7 -0.3 0.2 -0.018
N 1.562 -4.097 1.404 -0.1 0.1 0.1 -0.249
N 2.070 0.161 0.595 0.2 -0.5 -0.3 -0.072
C -3.237 1.906 -1.701 0.0 -0.1 -0.1 -0.330
C 1.259 -1.523 -2.974 0.0 0.0 0.3 -0.187
C -5.028 4.057 -0.637 -0.1 -0.1 0.0 -0.193
C 1.748 3.285 -1.529 0.0 -0.1 0.0 -0.193
C -4.864 3.836 -2.136 0.1 0.1 -0.1 -0.192
C -0.401 -1.096 1.601 0.1 0.0 0.2 -0.249
C 1.525 3.247 -3.048 0.0 0.0 -0.1 -0.169
C -0.549 -3.234 -3.119 -0.1 0.0 0.0 -0.003
C 1.733 1.850 2.367 0.1 -0.3 0.0 -0.066
C -2.053 1.600 -4.274 0.0 0.0 0.1 -0.313
C -0.939 3.814 -2.513 0.0 0.0 0.1 -0.306
C 2.322 0.488 2.024 -0.2 0.1 0.0 -0.177
C -0.529 4.227 -1.067 -0.1 0.1 0.0 -0.171
C -2.357 -3.269 -1.575 0.0 0.0 -0.1 -0.032
C -3.747 3.683 0.097 0.1 0.1 0.0 -0.180
C -1.640 -2.191 3.889 0.0 0.0 0.0 -0.064
C 0.983 -4.127 0.084 0.0 0.1 -0.2 -0.092
C -1.748 -2.221 -0.920 -0.1 0.0 0.1 -0.116
C 0.977 4.441 -0.907 0.1 0.1 0.0 -0.176
C -2.292 -1.216 3.151 0.0 0.0 0.1 -0.065
C -2.702 2.685 -5.177 -0.1 0.0 0.0 -0.175
C -0.162 1.420 -6.046 0.1 0.0 0.0 -0.191
C 0.252 3.989 -3.468 0.0 0.0 -0.1 -0.174
C 0.225 1.922 2.156 -0.2 0.2 -0.7 -0.581
C 1.583 -2.771 2.008 0.0 0.0 0.1 -0.174
C -1.662 -0.670 2.046 0.1 0.1 -0.1 -0.136
C -0.388 -2.606 3.479 0.0 -0.1 0.0 -0.051
C 0.246 -2.108 2.334 -0.1 -0.1 -0.2 -0.212
C -3.304 2.254 -0.203 0.0 -0.1 0.0 -0.181
C -1.731 -3.805 -2.690 0.0 0.0 0.0 -0.025
C -4.511 2.381 -2.420 -0.1 0.0 0.0 -0.184
C -0.008 -2.159 -2.427 0.0 0.1 -0.3 -0.256
C 1.023 -5.141 2.251 0.0 -0.1 0.0 -0.101
C -0.998 0.722 -4.981 0.0 0.0 0.0 -0.170
C -1.059 2.151 -7.037 -0.1 -0.1 0.0 -0.190
C -1.854 3.236 -6.326 0.0 0.1 0.0 -0.192
H 0.455 5.061 -3.511 0.0 0.0 0.0 0.128
H 2.143 -2.866 2.943 0.0 0.0 0.0 0.130
H -3.596 2.232 -5.616 0.0 0.0 0.0 0.120
H 0.538 2.126 -5.590 0.0 0.0 0.0 0.097
H 1.537 -5.144 3.214 0.0 0.0 0.0 0.090
H -0.473 2.581 -7.849 0.0 0.0 0.0 0.116
H -2.159 -4.648 -3.216 0.0 0.0 0.0 0.122
H -0.117 -4.052 0.076 0.1 0.0 0.1 0.083
H -2.866 0.909 -4.023 0.1 0.0 0.0 0.107
H 0.870 0.365 -2.644 0.0 0.0 0.2 0.016
H 0.134 -3.350 4.068 0.0 0.0 0.0 0.109
H -3.256 -0.838 3.465 0.0 0.0 0.0 0.112
H 1.375 -3.289 -0.498 0.1 0.0 0.0 0.068
H -2.088 -2.602 4.783 0.0 0.0 0.0 0.109
H -1.056 5.141 -0.795 0.0 0.0 0.0 0.114
H 1.265 -5.050 -0.426 0.0 0.0 0.1 0.096
H 3.401 0.458 2.181 0.0 0.1 0.1 0.135
H -2.362 2.025 0.301 0.0 0.1 0.0 0.070
H 1.359 2.363 -1.089 0.0 0.0 0.0 0.056
H -0.823 3.466 -0.347 0.0 0.0 0.0 0.072
H -5.853 3.431 -0.279 0.0 0.0 0.0 0.119
H 1.970 2.094 3.400 -0.1 0.0 0.0 0.132
H -3.077 3.517 -4.576 0.0 0.0 0.0 0.095
H 1.287 5.380 -1.376 0.0 0.0 0.0 0.119
H -2.523 3.743 -7.023 0.0 0.0 0.0 0.118
H 0.452 0.677 -6.559 0.0 0.0 0.0 0.117
H -3.288 -3.667 -1.199 0.0 0.0 0.0 0.120
H -0.019 3.707 -4.482 0.0 0.0 0.1 0.066
H -1.168 4.008 -5.972 0.0 0.0 0.0 0.098
H 2.109 -2.182 -2.779 0.0 0.0 0.0 0.137
H 2.197 -2.152 1.356 -0.1 0.0 -0.1 0.084
H -4.478 2.185 -3.492 0.0 0.0 0.0 0.084
H -5.306 5.090 -0.422 0.0 0.0 0.0 0.115
H -1.746 4.467 -2.859 0.0 0.0 0.0 0.112
H -0.036 -3.604 -3.998 0.0 0.0 0.0 0.130
H -2.965 4.388 -0.189 0.0 0.0 0.0 0.091
H 1.201 -6.108 1.778 0.0 0.0 0.0 0.089
H 1.862 -0.293 2.622 0.0 0.0 0.1 0.102
H 1.204 4.548 0.156 0.0 -0.1 0.0 0.113
H 2.191 2.603 1.720 0.0 0.1 0.0 0.120
H 1.149 -1.450 -4.059 0.0 0.0 0.0 0.126
H 2.369 3.715 -3.560 0.0 0.0 0.0 0.120
H -4.053 1.576 0.226 0.0 0.0 0.0 0.125
H -3.867 3.792 1.176 0.0 0.0 0.0 0.123
H 2.595 -0.676 0.358 0.0 0.0 -0.1 0.096
H -5.327 1.758 -2.037 0.0 0.0 0.0 0.128
H -3.236 0.806 -1.769 0.0 0.0 0.0 0.115
H -0.364 0.252 -4.229 0.0 0.0 0.0 0.069
H -4.079 4.501 -2.517 0.0 0.0 0.0 0.103
H -1.533 -0.101 -5.465 0.0 0.0 0.0 0.125
H 2.473 0.900 0.013 -0.1 0.0 0.0 0.105
H 2.815 3.348 -1.301 0.0 0.0 0.0 0.116
H -1.745 1.430 -7.494 0.0 0.0 0.0 0.121
H -0.057 -5.051 2.436 0.0 0.0 0.0 0.084
H 1.503 2.213 -3.404 0.0 0.1 0.0 0.085
H -2.144 0.165 1.546 0.0 0.0 0.0 0.086
H -2.186 -1.818 -0.017 0.0 0.0 0.0 0.100
H -5.776 4.102 -2.674 0.0 0.0 0.0 0.117
```
Forces are in eV/Å.

***

Number 1: F_max 4.61 eV Å⁻¹. Number 2: F_max 0.71 eV Å⁻¹. Number 3: F_max 3.13 eV Å⁻¹. Number 4: F_max 1.65 eV Å⁻¹. Number 5: F_max 0.95 eV Å⁻¹. Number 6: F_max 1.46 eV Å⁻¹.